Record 1
Formula: C2H3BrN2O2
Source: the OMol25 dataset
Level of theory: ωB97M-V with the def2-TZVPD basis set

The geometry in XYZ format:
```
10
Properties=species:S:1:pos:R:3:forces:R:3:nbo_charge:R:1
C 0.062631 1.008295 0.400953 0.5203 0.4088 -0.0672 -0.2507
C -0.945737 0.348486 -0.467245 1.3983 -1.5017 1.2275 -0.1522
N -0.006847 -0.424132 0.494818 -2.7101 1.1405 -0.2485 -0.2739
N 0.997697 -1.251240 0.044014 0.0484 0.4785 -0.5118 0.6352
O 2.103823 -0.980371 0.426353 0.8174 0.0731 0.2165 -0.3770
O 0.659079 -2.188308 -0.622914 -0.1361 -0.6289 -0.4133 -0.3670
Br -2.776016 0.338617 0.005957 0.0506 -0.0063 -0.0655 0.0884
H 0.950845 1.441255 -0.048803 -0.0599 -0.0420 -0.1469 0.2282
H -0.281654 1.534032 1.283914 0.0014 -0.0637 0.0100 0.2271
H -0.763820 0.173368 -1.517046 0.0698 0.1416 -0.0009 0.2419
```
Positions in Å, forces in eV/Å.

Summary:
E_LUMO: 0.34 eV
Energy above the lowest of the compared OMol25 structures with the same formula, charge and spin: 73.5 kJ/mol
HOMO level: -10.78 eV

***

Record 2
Formula: C67H84F8O29S8
Source: the OMol25 dataset
Level of theory: ωB97M-V with the def2-TZVPD basis set

The geometry in XYZ format:
```
196
Properties=species:S:1:pos:R:3:forces:R:3:mulliken_charge:R:1
F 1.699952 -1.255582 9.128372 -0.0266 0.3096 -0.5401 -0.3320
C 1.342173 -1.254788 7.823869 -1.1497 1.2188 -1.1688 0.1470
C 1.004095 -0.034517 7.131159 1.6007 -2.0682 0.9057 -0.5198
C 0.731000 -0.106964 5.783950 -0.6183 -2.3321 -0.0166 -0.6780
C 0.571660 -1.405062 5.135926 -0.3110 2.5599 1.0604 0.3625
C 0.748557 -2.531868 5.861165 1.3232 0.0914 0.7070 -0.5239
C 1.208296 -2.440911 7.166155 0.0840 -0.5640 1.1466 -0.4289
H 1.210215 0.858607 7.675573 -0.2969 0.7812 0.0476 0.4763
H 0.547771 0.797476 5.266350 -0.1639 0.6517 -0.6791 0.6029
H 0.215680 -1.480118 4.141920 -0.0519 0.3246 -0.9186 -0.0385
H 0.805843 -3.517165 5.472297 -0.5703 -0.6569 -0.7537 0.5202
H 1.438691 -3.348525 7.697114 0.0875 -0.1902 0.1902 0.4106
F -2.514276 0.971124 0.083332 -0.0535 0.0733 0.3437 -0.6086
C -1.184449 0.695347 0.020135 -0.8443 0.8238 1.1394 0.5700
C -0.734636 0.198075 -1.137113 0.4097 -1.5069 -3.3421 -0.2265
C 0.607056 -0.124042 -1.289406 1.1224 0.7617 0.7226 0.3093
C 1.516402 0.277553 -0.292800 -1.0789 -0.3106 0.5227 -0.0480
C 0.996138 0.725694 0.949554 0.3493 -0.0323 -0.8000 -0.2869
C -0.379855 0.952166 1.119327 -0.1919 -0.3004 0.8492 0.1102
H -1.341636 0.051366 -2.071127 0.1425 0.0639 1.6165 0.0856
H 0.952435 -0.631790 -2.184095 -0.0128 0.3714 -0.0008 0.0220
H 2.598553 0.246304 -0.427784 -0.3068 -0.3619 0.0347 -0.2459
H 1.761663 0.860694 1.711042 -0.5998 0.3401 0.2042 -0.3271
H -0.906121 1.253859 2.071724 1.0027 -0.2464 -1.0722 0.3984
F 0.560121 3.290440 2.570558 0.2788 0.1610 0.0260 -0.1341
C -0.395848 4.031142 3.151899 -0.7787 -0.3024 1.1743 -0.1006
C -0.548608 3.993777 4.545525 -0.3450 0.1991 -0.8527 -0.4966
C -1.603754 4.692615 5.062471 -1.1918 1.3409 -0.9685 -0.7147
C -2.438827 5.517234 4.241741 0.2680 -0.0209 0.8361 -0.4608
C -2.281629 5.571794 2.881131 0.1386 0.0769 -0.3998 -0.1275
C -1.276453 4.715078 2.357781 -0.1199 1.1651 -0.4358 0.1960
H 0.079822 3.448347 5.209423 0.4941 -0.4827 0.1155 0.4972
H -1.820335 4.651767 6.100974 0.0146 -0.0284 0.7680 0.4551
H -3.192063 6.191307 4.651371 0.1677 -0.4349 0.4021 0.3918
H -2.942512 6.326629 2.322514 1.3856 -1.7155 0.4058 -0.3306
H -1.020666 4.675236 1.329170 -0.2167 0.0466 -1.0481 0.7540
F -1.940991 1.632403 -3.431978 -0.3777 -0.2334 0.0301 -0.1681
C -1.282247 2.797822 -3.528613 -0.9843 1.0140 0.3790 0.6479
C -1.909149 3.966975 -3.081739 0.2134 0.3411 0.1594 -0.8296
C -1.175254 5.195343 -3.177860 -1.5320 -2.1121 -0.0624 -0.5166
C 0.063477 5.202402 -3.796593 -1.8244 -0.1460 0.8936 -0.8608
C 0.558037 4.045845 -4.312199 1.3559 -0.5417 -0.5013 -0.4421
C -0.072386 2.814265 -4.130762 2.2122 -0.5740 -1.2293 0.5391
H -2.942810 3.815580 -2.689528 0.9997 0.6274 -0.1655 0.3651
H -1.613269 6.129962 -2.878956 -0.1973 0.1082 0.3234 0.4624
H 0.505067 6.149134 -3.791255 1.2253 1.0488 -0.5647 0.5099
H 1.494949 4.122275 -4.869867 -0.1560 -0.3912 0.2621 0.2824
H 0.466027 1.894636 -4.494301 -1.1004 0.9789 0.4673 -0.0260
F -0.818168 -0.467102 -6.143623 0.3469 0.2986 0.2310 -0.4224
C -1.520580 -1.568094 -5.825130 -0.1895 -0.6364 -1.1398 0.6428
C -1.266958 -2.743959 -6.514785 -1.7033 0.7262 1.8586 -0.6253
C -2.084705 -3.828332 -6.196968 1.7800 0.0880 -1.4989 -0.4146
C -3.090619 -3.762935 -5.296004 -1.7869 -0.3383 0.8288 -0.4076
C -3.428223 -2.530398 -4.739396 0.2091 -0.2836 0.2963 -0.5302
C -2.598299 -1.461199 -4.988349 -0.1242 0.5072 1.0425 -0.4889
H -0.542076 -2.748005 -7.253392 1.3533 -0.2840 -1.2795 0.6256
H -1.894579 -4.720034 -6.759557 -0.0122 -0.5591 0.1294 0.3577
H -3.624271 -4.690727 -5.073813 -0.1116 0.4813 -0.0686 0.4252
H -4.282811 -2.310266 -4.094789 0.2354 -0.6303 -0.1020 0.4156
H -2.761903 -0.589425 -4.387526 -0.0340 0.7437 -0.2774 0.4234
F 1.946069 -3.038178 -3.950449 0.2234 -0.2109 0.4374 -0.2753
C 2.574867 -1.848417 -3.775787 -0.4575 0.1212 -0.6913 0.5841
C 2.062859 -0.802383 -4.530447 -0.5462 -0.6777 0.0350 -0.9786
C 2.689317 0.417840 -4.466034 0.4830 -0.2312 -0.0731 0.1035
C 3.836631 0.607129 -3.707090 -0.2680 -1.5611 0.2814 -2.2793
C 4.294074 -0.459157 -2.929887 0.2849 0.0396 0.7412 0.3705
C 3.658867 -1.714233 -2.944594 0.8351 -0.4512 0.3294 -0.1261
H 1.178843 -0.991007 -5.159956 0.5940 0.2150 0.3577 0.2025
H 2.319271 1.181611 -5.093599 -0.2075 0.9003 -0.5559 0.8564
H 4.422673 1.482978 -3.792463 0.2986 0.9265 0.1719 0.7297
H 5.154063 -0.312151 -2.248921 -0.4632 -0.1854 -0.7217 0.5979
H 4.079084 -2.596912 -2.400538 -0.5273 0.9703 -0.3692 0.2183
F 4.900757 4.006229 -2.572766 1.2367 0.0833 -0.2405 -0.3700
C 4.011765 4.351164 -1.647266 -1.2131 0.3023 0.3622 0.2445
C 4.141231 5.506174 -0.860837 -0.3930 -0.0203 -0.3984 -0.9110
C 3.038939 5.895690 -0.090551 1.6746 -0.7261 -0.7158 -0.7632
C 1.918256 5.110808 -0.004221 0.5497 1.0335 0.8645 -0.6736
C 1.895289 3.941508 -0.674010 -1.6934 -2.9972 -1.5781 0.7290
C 2.895635 3.529178 -1.585281 -0.0325 1.4183 1.7867 0.0114
H 5.030724 6.134383 -0.854823 -0.1100 -0.3156 -0.2835 0.4537
H 3.152043 6.756466 0.504415 -0.0433 1.0267 0.5955 0.4717
H 1.193578 5.421128 0.719134 -0.7071 -0.1683 0.0289 0.2393
H 0.982930 3.292508 -0.558968 1.0585 0.5338 -0.1489 0.1610
H 2.917603 2.597659 -2.114639 -0.3855 -0.2541 -0.2220 0.4072
F 3.562196 -0.699870 2.361498 0.8743 -0.3506 -0.3541 -0.1422
C 4.430513 0.295742 1.975721 -1.3671 0.0072 0.1470 -0.1514
C 5.183362 0.195258 0.824371 0.1968 0.0198 0.2461 0.1060
C 5.844230 1.384932 0.448527 0.1401 -1.1758 -1.2680 -0.6382
C 5.674861 2.538880 1.188857 -0.5143 -2.5674 -0.2376 -0.8390
C 4.918747 2.579466 2.319039 -0.6968 0.1599 0.8167 -0.5612
C 4.265705 1.439151 2.732680 0.3767 -0.5360 0.2943 -0.3716
H 5.224969 -0.793360 0.343080 0.0947 0.7199 -0.1212 0.5699
H 6.449951 1.430969 -0.502666 -0.6553 -0.2060 1.2432 0.3601
H 6.165359 3.342561 0.847458 1.5734 3.1070 -1.0154 0.6172
H 4.799847 3.517506 2.828450 -0.0153 0.1695 0.3466 0.4281
H 3.700327 1.286190 3.649246 -0.0991 0.5751 -0.1855 0.5888
C -5.081305 -0.208327 6.836276 0.9388 -0.5483 -1.0447 -0.2077
C -3.909404 -1.003398 7.407758 0.7118 0.7615 1.0664 -0.3606
O -2.813477 -0.560363 6.571395 0.4498 -1.6064 0.8436 -0.3084
S -3.033372 0.840713 5.958940 1.9115 0.5673 -0.8975 1.1634
O -3.015714 0.707724 4.555747 0.3228 -0.1572 -1.3412 -0.2401
O -2.204307 1.813002 6.558609 0.5267 0.4465 0.4090 -0.7342
O -4.441207 1.042084 6.435597 -3.4020 0.1416 1.3823 -0.3461
H -5.843586 0.049600 7.536602 -0.5532 0.0192 0.2465 0.3652
H -5.422682 -0.756250 5.931700 -0.2397 0.7082 0.4840 0.0906
H -3.964214 -2.068319 7.288835 -0.2864 -0.4323 -0.2128 0.3690
H -3.666713 -0.802647 8.487160 -0.2439 0.1362 -1.0349 0.2414
C 3.102242 -6.499120 -2.869542 1.3151 -0.7134 0.4664 0.0465
C 2.773107 -6.770850 -4.302880 -0.8886 -1.0574 -0.5485 -0.3221
O 3.983197 -7.024247 -5.009955 1.2861 0.9101 0.3256 -0.4278
S 5.243331 -6.876511 -3.974255 -0.1418 -2.1496 -0.1503 1.1392
O 6.385169 -6.247407 -4.553853 -1.1052 0.5070 0.1567 -0.5659
O 5.417815 -8.183205 -3.414195 0.1022 0.4308 -0.1188 -0.5945
O 4.497187 -5.993256 -2.903549 -0.3778 0.1918 -0.3349 -0.1885
H 3.075957 -7.457792 -2.304195 0.0602 1.0141 0.0237 0.3074
H 2.545897 -5.684569 -2.472717 -0.5756 0.2919 0.6013 -0.0132
H 2.184372 -6.016485 -4.767481 0.1458 1.2176 -0.5369 0.2895
H 2.130392 -7.638470 -4.389684 0.1151 -0.4939 0.1669 0.2952
C -2.089368 -4.868844 -2.215500 -1.7797 -0.3791 0.9550 -0.0496
C -0.834800 -4.154299 -2.551716 0.9718 -0.5072 -0.6744 0.8858
O -0.137715 -4.977238 -3.550105 0.6705 0.2611 0.1308 0.0728
S -0.828435 -6.359526 -3.791360 -1.4908 -1.2639 -0.2724 1.1934
O -0.288336 -7.394394 -2.963312 0.5084 0.6043 -0.1835 -0.6286
O -1.046500 -6.665621 -5.181134 0.6046 0.7926 1.2263 -0.5873
O -2.216097 -5.910384 -3.167951 -0.4644 -0.6731 -0.3945 -0.4598
H -2.970600 -4.230547 -2.367464 0.3394 -0.0777 0.1430 0.1699
H -2.145695 -5.251299 -1.181658 0.2413 -0.0763 -0.4567 0.2770
H -0.194763 -3.969150 -1.713506 0.4861 -0.0616 0.2451 -0.6971
H -1.065646 -3.264434 -3.055215 -0.0420 1.3983 -0.6962 -0.1732
C 1.353168 -3.096328 1.941534 -1.2677 0.4547 0.0958 0.5448
C 0.753166 -4.111038 0.978327 -1.1654 -0.1994 2.8224 0.4517
O 1.883696 -4.643783 0.407423 0.5038 -1.3963 -3.0387 -0.2149
S 3.250728 -4.477182 1.169594 0.5266 2.4308 -2.6661 0.6643
O 4.073715 -3.636319 0.300930 -0.9119 -1.3167 1.6824 -0.0899
O 3.722455 -5.723718 1.609685 0.3354 -0.4954 0.5823 -0.6289
O 2.589448 -3.651518 2.316819 1.1680 0.0115 1.3343 -0.3051
H 0.761863 -3.009649 2.853165 0.1089 0.1434 -0.1623 -0.1292
H 1.464586 -2.141457 1.443962 0.3343 0.3788 0.0931 -0.2667
H -0.004369 -3.624538 0.341963 0.6822 -0.5032 -0.2545 -0.2758
H 0.309961 -4.930286 1.592043 -0.3118 0.5745 -0.6229 0.2686
C -4.392578 2.325746 2.030421 1.7576 0.4177 -0.7080 1.1134
C -4.875271 3.198539 3.122786 -0.9706 0.6787 0.3183 0.5712
O -5.815393 2.322121 3.791349 -0.9775 -1.1575 0.2261 -0.4520
S -6.445875 1.177707 2.784295 4.1367 2.3167 1.2080 1.1655
O -7.796706 1.434854 2.625387 -2.4919 0.1073 -0.6636 -0.6693
O -5.975184 -0.112688 3.154817 -0.1008 -0.2112 0.2376 -0.5020
O -5.593511 1.723648 1.552571 -0.6897 -0.8643 -0.8772 -0.3635
H -3.651777 1.603334 2.356305 -0.3403 -0.5095 0.3962 -0.9035
H -3.862921 2.855923 1.235670 -0.7348 0.0821 -0.1888 0.2951
H -5.432392 4.084589 2.720575 0.4600 -0.7211 0.4167 -0.0893
H -4.131400 3.508229 3.857969 -0.0297 -0.1906 -0.1813 -0.0374
O -4.555780 4.864797 0.013583 1.8382 -0.2600 0.3877 -0.2634
S -5.810905 5.511309 0.029374 -0.7166 1.4998 -1.6060 1.1844
O -6.649458 5.449047 1.153325 -0.8904 -0.2395 1.8640 -0.6829
O -5.684909 7.087738 -0.354981 1.4782 -0.5294 0.2961 -0.3784
C -4.405150 7.774122 0.068030 -1.1873 0.2647 -0.5744 -0.0578
C -4.499975 8.229568 1.504478 0.3878 -0.6422 0.8156 -1.0619
C -6.692570 4.906051 -1.344992 -0.3358 2.2031 -0.1159 -1.1987
H -4.361854 8.675025 -0.553942 -0.2286 -0.3358 -0.1195 0.2968
H -3.567705 7.153608 -0.234864 0.0408 -0.2912 0.4234 0.2169
H -3.566593 8.699829 1.844973 -0.1538 -0.0206 -0.3136 0.3907
H -4.709068 7.427199 2.230759 0.0505 0.0286 -0.4539 0.2345
H -5.302312 8.939144 1.630270 -0.2410 0.3110 -0.1337 0.3693
H -7.059448 3.950020 -1.079861 -0.1542 -1.0641 -0.0391 0.3235
H -6.048043 5.016685 -2.193531 0.3301 -0.5950 -0.5104 0.3074
H -7.504888 5.617176 -1.494277 -0.2684 -0.2347 0.0406 0.4308
O 7.663994 -0.299355 -3.812105 0.0475 -0.2981 0.4866 -0.5857
S 7.914172 -1.684161 -3.550057 -1.0134 -1.9494 -1.6736 1.1846
O 9.244008 -2.209578 -3.405274 -0.2192 0.4795 0.0435 -0.6044
O 7.069904 -2.107313 -2.263981 0.2601 0.7372 -0.3621 -0.2477
C 7.392072 -3.354054 -1.603378 -0.8833 -0.4590 0.4892 -0.0581
C 7.784075 -3.059178 -0.186112 -0.0682 1.2379 -0.4336 -1.1116
C 7.086384 -2.697928 -4.955260 3.6570 1.4497 1.2772 -0.7627
H 8.213948 -3.833769 -2.067598 0.5464 -0.5271 -0.9246 0.6656
H 6.478165 -3.948548 -1.675736 0.1624 -0.0867 0.0237 0.0060
H 7.077700 -2.285826 0.142838 0.3744 -0.3135 0.5693 -0.0063
H 8.798391 -2.677624 -0.212102 0.1215 0.5068 0.1320 0.3974
H 7.835082 -3.907654 0.461800 -0.5108 -0.6597 0.2974 0.4154
H 7.910977 -2.641418 -5.700873 -0.8402 -0.2001 0.2697 0.3950
H 6.228611 -2.206143 -5.248081 -1.7489 1.1761 -0.6337 0.3054
H 6.892352 -3.689818 -4.655811 -0.0050 -1.1594 0.5192 0.1416
O -2.846377 -4.110909 1.804725 -0.6407 0.7338 -0.6781 -0.7222
S -3.375862 -2.851179 1.319846 -1.6642 -2.3730 -0.5623 1.2244
O -3.093107 -2.409620 -0.007360 0.8117 0.0948 -0.7744 -0.4046
O -4.973958 -2.880495 1.422691 -0.5140 -0.3390 0.0188 -0.3291
C -6.010512 -2.181284 0.572899 1.4056 0.5250 -0.7830 0.6544
C -7.360155 -2.892576 0.607524 1.0268 1.4619 -0.5243 -1.2256
C -2.974867 -1.672998 2.459983 -2.3500 0.8556 0.8801 0.5524
H -5.614846 -2.037661 -0.482420 -0.2685 -0.4719 1.3201 0.1839
H -6.152078 -1.176642 0.992875 0.3789 -0.3970 0.0808 -0.3371
H -7.976189 -2.094730 0.124059 -0.1049 -0.7895 0.5045 0.3529
H -7.627651 -3.005000 1.667012 -0.3124 -0.4870 -0.6006 0.2976
H -7.351257 -3.750799 -0.067466 -0.2480 -0.2527 0.6903 0.3571
H -1.960168 -1.821232 2.713825 1.2188 0.5942 0.0084 -0.3826
H -3.599774 -1.908329 3.373355 0.6363 0.6524 -1.0744 0.2542
H -3.332635 -0.793708 1.875942 0.8195 0.1960 1.2895 -0.4857
```
Positions in Å, forces in eV/Å.

Summary:
E_LUMO: 0.02 eV
HOMO level: -9.24 eV

***

Record 3
Formula: C2H3N3O
Source: the OMol25 dataset
Level of theory: ωB97M-V with the def2-TZVPD basis set

The geometry in XYZ format:
```
9
Properties=species:S:1:pos:R:3:forces:R:3:nbo_charge:R:1
N 1.398660 0.228785 -0.273674 0.1755 -0.0071 -0.0010 -0.8119
C 0.114978 0.635814 -0.317812 0.2835 0.4650 -0.2372 0.6256
C -1.061124 -0.083615 0.133452 0.1228 0.6097 -0.2332 -0.3933
N -1.139503 -1.206850 0.781863 -0.2856 -0.6201 0.4435 0.0802
N -1.186070 -2.200672 1.340199 0.0706 1.5014 -0.8752 0.0154
O -0.210137 1.739429 -0.758653 1.0861 0.2313 -0.2472 -0.6415
H 2.053438 0.884935 -0.668453 0.0964 -0.2010 0.0576 0.4122
H 1.702010 -0.693902 -0.020679 -0.1052 0.0216 0.0080 0.3981
H -1.699098 0.796445 -0.158612 -1.4441 -2.0008 1.0847 0.3153
```
Positions in Å, forces in eV/Å.

Summary:
E_LUMO: 0.23 eV
Energy above the lowest of the compared OMol25 structures with the same formula, charge and spin: 213.1 kJ/mol
HOMO level: -9.02 eV

***

Record 4
Formula: C4H6OS
Source: the OMol25 dataset
Level of theory: ωB97M-V with the def2-TZVPD basis set

The geometry in XYZ format:
```
12
Properties=species:S:1:pos:R:3:forces:R:3:nbo_charge:R:1
C 0.520861 -0.347393 -1.610011 -0.7064 0.1335 -1.2151 -0.3052
C 1.198783 0.095500 -0.454503 -1.1588 -0.3953 1.9877 -0.3185
C -0.675474 -0.864830 -1.203891 0.9014 -0.4495 -0.5790 0.0685
C 0.387927 -0.318123 0.629546 2.0698 2.1397 -2.3534 0.1080
O -0.728722 -0.862899 0.152043 -1.1307 -0.5685 0.2568 -0.4123
S 0.531653 0.164041 2.297809 -0.1755 -0.8482 -0.1064 0.0529
H 0.826307 -0.287316 -2.669294 -0.1540 0.1286 0.8996 0.2329
H 2.007622 0.807004 -0.377237 0.3016 -0.5234 -0.0054 0.2338
H -1.577074 1.932324 0.886268 1.0561 0.4430 1.2584 -0.0038
H -1.461140 -1.359634 -1.774825 0.2081 0.1839 0.5841 0.2102
H -1.071935 2.074976 1.489628 -1.2575 -0.2354 -1.4102 -0.0048
H 0.041193 -1.033651 2.634467 0.0457 -0.0085 0.6826 0.1383
```
Positions in Å, forces in eV/Å.

Summary:
E_LUMO: 0.86 eV
Energy above the lowest of the compared OMol25 structures with the same formula, charge and spin: 227.7 kJ/mol
HOMO level: -8.25 eV